Below is a 7-piece molecular cluster, C38H51F8N6O2S overall at a distorted geometry, with properties calculated with ωB97M-V with the def2-TZVPD basis set.

Properties
- lowest unoccupied orbital energy (eV) = 2.35
- net charge = -1
- HOMO energy (eV) = -2.754

Cartesian coordinates (Å):
C (-0.28, -2.18, 0.74)
C (-1.03, -0.94, 1.23)
O (-0.59, 0.22, 0.58)
C (-1.41, 0.58, -0.57)
C (-0.71, 1.47, -1.56)
C (-0.76, 0.82, -2.94)
C (0.18, -0.38, -3.12)
O (1.47, -0.22, -2.58)
C (2.04, 0.99, -2.96)
C (3.56, 0.95, -2.72)
F (3.99, -0.30, -2.43)
F (4.17, 1.31, -3.90)
C (4.10, 1.95, -1.67)
F (5.35, 2.36, -2.04)
F (3.30, 3.06, -1.63)
C (4.25, 1.44, -0.22)
F (5.00, 0.32, -0.16)
F (4.91, 2.41, 0.48)
C (2.93, 1.16, 0.53)
F (2.07, 0.51, -0.27)
F (2.38, 2.33, 0.96)
C (-1.41, 2.82, -1.56)
S (-0.97, 3.97, -2.89)
C (0.60, 4.68, -2.32)
C (0.52, 6.21, -2.12)
H (0.07, -2.03, -0.27)
H (0.58, -2.37, 1.37)
H (-0.91, -3.07, 0.76)
H (-2.10, -1.08, 1.06)
H (-0.86, -0.83, 2.30)
H (-2.29, 1.10, -0.18)
H (-1.69, -0.36, -1.07)
H (-0.55, 1.53, -3.74)
H (-1.77, 0.41, -3.16)
H (-0.25, -1.25, -2.63)
H (0.26, -0.62, -4.18)
H (1.90, 1.14, -4.03)
H (1.57, 1.82, -2.43)
H (3.17, 0.55, 1.41)
H (-1.16, 3.34, -0.63)
H (-2.52, 2.76, -1.55)
H (0.92, 4.20, -1.40)
H (1.32, 4.48, -3.10)
H (0.77, 6.46, -1.10)
H (-0.48, 6.57, -2.34)
H (1.21, 6.73, -2.77)
N (-4.93, -0.22, 0.85)
C (-5.83, -1.11, 1.37)
C (-6.60, -0.45, 2.29)
C (-6.14, 0.90, 2.32)
C (-5.11, 1.01, 1.42)
H (-4.23, -0.43, 0.16)
H (-5.85, -2.13, 1.04)
H (-7.39, -0.88, 2.88)
H (-6.52, 1.70, 2.94)
H (-4.49, 1.84, 1.15)
N (-4.30, 2.57, -3.92)
C (-3.99, 1.72, -4.94)
C (-5.17, 1.30, -5.51)
C (-6.23, 1.91, -4.79)
C (-5.66, 2.69, -3.81)
H (-3.63, 3.03, -3.33)
H (-2.97, 1.50, -5.18)
H (-5.26, 0.62, -6.34)
H (-7.28, 1.79, -4.96)
H (-6.10, 3.32, -3.06)
N (2.05, 1.92, 3.88)
C (3.23, 2.11, 4.55)
C (3.24, 1.26, 5.62)
C (2.02, 0.53, 5.59)
C (1.31, 0.96, 4.50)
H (1.78, 2.41, 3.04)
H (3.95, 2.83, 4.20)
H (4.03, 1.17, 6.34)
H (1.70, -0.23, 6.29)
H (0.35, 0.67, 4.12)
N (-3.78, -2.57, 3.44)
C (-3.42, -3.80, 2.97)
C (-3.25, -4.64, 4.05)
C (-3.52, -3.88, 5.21)
C (-3.84, -2.61, 4.81)
H (-3.96, -1.77, 2.87)
H (-3.31, -3.98, 1.91)
H (-2.96, -5.67, 4.00)
H (-3.48, -4.22, 6.23)
H (-4.11, -1.73, 5.37)
N (7.47, -0.29, -5.00)
C (7.68, -1.01, -6.14)
C (6.75, -2.00, -6.18)
C (5.94, -1.88, -5.02)
C (6.41, -0.81, -4.31)
H (8.00, 0.51, -4.70)
H (8.47, -0.74, -6.82)
H (6.65, -2.74, -6.96)
H (5.11, -2.51, -4.74)
H (6.09, -0.38, -3.38)
N (2.01, -5.44, 5.98)
C (1.22, -4.33, 6.14)
C (0.12, -4.48, 5.33)
C (0.26, -5.73, 4.67)
C (1.43, -6.30, 5.09)
H (2.88, -5.59, 6.45)
H (1.50, -3.53, 6.80)
H (-0.69, -3.78, 5.23)
H (-0.43, -6.16, 3.96)
H (1.90, -7.23, 4.83)